The following is a DFT calculation (wB97M-V/def2-TZVPD) of 13 unconnected molecules or ions with the total composition C42H90N6O19S2 in a non-equilibrium geometry.

As for the spin multiplicity: 1. For the HOMO-LUMO gap, the calculation gives 9.094 eV. As for the HOMO energy: -9.0802 eV. Its total charge is 0. As for the total energy: -4208.57028 Eh. The energy above the lowest of the compared OMol25 structures with the same formula, charge and spin comes out at 0.0000 eV.

Cartesian coordinates (Å):
H -5.455 5.917 -4.982
C 1.164 -4.059 3.836
C 1.394 -5.154 2.851
H 5.883 2.007 -8.164
H -9.975 0.170 -1.787
H 0.965 -6.136 3.051
H 7.089 -3.427 3.610
H -4.740 -7.483 2.053
H -2.581 -1.464 -7.647
H -0.901 -7.457 -0.732
H -3.877 3.013 5.492
C 3.928 1.610 -6.057
C 1.821 0.841 1.127
O 2.030 -3.710 4.620
H -5.738 6.931 -3.494
C 3.093 9.801 1.994
H 2.387 0.389 -0.826
N 5.504 -1.543 5.364
C 0.501 -0.625 -0.246
C -0.531 -2.401 4.624
H 3.574 0.662 -6.463
C 2.411 6.406 0.203
H 1.651 0.359 2.090
C 6.258 2.456 -6.082
H 0.250 -1.957 5.242
H 7.925 3.524 5.186
C -9.658 0.806 -0.960
C 4.966 -5.502 -2.253
H -4.267 2.503 3.795
H 4.797 -3.979 -6.457
O -0.542 -8.583 -3.580
H 1.387 6.568 -0.133
H 5.103 -1.261 7.372
C -3.107 5.048 -4.212
H -0.583 1.190 -0.931
H -4.834 -6.727 3.621
C -4.511 2.400 4.852
H -1.558 1.063 -6.458
C -9.208 0.061 0.238
O -7.387 3.140 -0.071
H 5.185 1.707 -4.318
H -0.730 -0.543 -6.716
H 0.359 -6.473 -4.025
H 5.804 -6.142 -1.980
H 4.790 -2.253 5.284
H 1.165 -4.764 1.859
C -3.047 -0.488 -4.606
H -8.744 -0.907 0.050
H 0.296 -1.100 -1.205
H -10.420 1.564 -0.779
C 6.491 -1.564 4.485
C -6.198 1.954 6.313
H -5.512 -2.586 2.179
H 0.165 -1.347 0.499
H 1.657 8.248 1.879
O -1.690 -0.296 -4.969
H 5.698 3.717 -7.790
C -5.021 6.363 -4.086
O 4.052 8.190 -0.151
H 2.445 -5.431 2.773
H 2.958 5.890 -0.586
H -3.808 -2.481 2.276
H -0.737 -1.549 3.977
H 0.724 -5.893 -2.411
H -6.225 -0.084 5.724
C 3.120 7.786 0.500
S -7.325 1.695 -0.310
H 5.446 -2.976 3.402
H 7.241 1.993 -6.169
C 5.276 1.487 -5.382
H -6.597 2.325 4.321
C -5.514 0.611 6.170
C -5.938 2.751 5.078
H -3.412 0.538 -4.552
O -8.422 1.274 -1.468
O 6.102 4.419 4.695
C 1.938 -0.163 0.000
O -2.729 6.447 -4.445
H -1.210 0.482 0.462
H 4.986 -4.552 -1.719
C -3.749 -1.109 -5.811
H 4.109 -6.013 -1.814
C -0.435 -7.820 -2.630
O 3.697 3.743 5.117
N -0.674 -8.212 -1.363
N -0.037 -3.584 3.790
S 4.717 4.700 5.551
H 3.065 10.578 1.230
H -1.302 -2.607 5.367
O 3.934 -3.393 -3.908
O 7.382 -0.734 4.493
O 0.600 1.555 0.782
C 4.319 -4.443 -4.394
C 5.484 -0.686 6.529
H -5.477 -4.586 3.203
H -3.748 -2.198 -5.766
H -10.020 -0.173 0.927
N 4.835 -5.494 -3.708
C -3.868 -5.446 2.240
H 2.559 10.220 2.847
H 4.132 9.613 2.262
H -0.707 -10.324 -1.694
H -3.177 -1.004 -3.655
C -3.854 7.269 -4.436
C -1.624 -0.022 -6.372
H 7.779 5.320 5.320
O -2.907 -5.310 1.506
H -2.288 4.510 -3.734
H 5.537 0.439 -5.524
H 6.333 3.364 -5.484
C -2.907 -0.665 -6.981
H -3.633 7.848 -3.540
C -4.606 -3.144 1.942
C -4.316 5.287 -3.302
H 3.204 2.072 -5.385
H 4.369 -5.687 -6.067
H 3.110 -4.478 -6.186
H 4.908 0.204 6.276
H 6.510 -0.546 6.871
H 2.667 1.525 1.193
H 0.016 -9.785 -0.253
O 5.374 4.240 6.998
C 7.281 4.360 5.456
O -4.440 1.037 5.310
C -0.040 -6.383 -3.015
O -8.212 0.933 0.849
H -3.995 7.864 -5.338
C 6.456 -2.566 3.393
H -6.145 3.795 5.312
H 7.206 3.145 7.050
H -7.258 1.888 6.560
N -4.703 -4.467 2.565
H -3.261 4.612 -5.199
H -0.610 -4.000 3.070
O -6.000 1.078 -0.464
C 6.781 4.135 6.882
N 2.531 8.548 1.471
H 2.610 -0.983 0.253
O 4.381 6.113 5.496
H -4.504 -3.314 0.870
H -5.795 2.435 7.204
H -3.267 -7.269 3.135
C -4.193 -6.845 2.747
H 4.901 -6.358 -4.227
O 4.153 2.517 -7.152
C -0.254 0.688 -0.021
H -3.458 -0.066 -7.705
H 7.285 4.860 7.520
C -0.834 -9.584 -0.905
H 2.191 5.799 1.082
H -4.955 4.411 -3.182
H -4.055 5.555 -2.279
H 6.645 -2.080 2.435
H -0.963 -5.805 -3.067
C 5.564 2.710 -7.394
H -4.791 -0.803 -5.898
H -1.793 -9.794 -0.431
H -5.164 0.202 7.118
C 4.145 -4.636 -5.883

Atom charges from the Löwdin analysis, given in e for atoms 1 to 6:
1. H 0.11
2. C -0.64
3. C -0.01
4. H 0.11
5. H 0.14
6. H 0.09